The following is a DFT calculation (wB97M-V/def2-TZVPD) of a structure of composition C16H42F3O8PtS6 in a non-equilibrium geometry.

Summary:
Largest force on an atom   4.056 eV/Å
⟨S²⟩   3.75
M   807.0 g/mol
Spin multiplicity   4
Net charge   0
Kohn-Sham gap (alpha / beta)   1.8 / 7.7 eV

The geometry in XYZ format:
```
76
C16H42F3O8PtS6 (wB97M-V/def2-TZVPD)
Pt 19.73 15.46 -23.63
C 16.54 13.87 -23.34
O 16.73 12.45 -23.37
O 17.84 14.36 -23.29
C 15.72 14.22 -24.60
F 15.61 15.56 -24.60
F 16.24 13.95 -25.83
F 14.44 13.80 -24.62
C 15.55 11.52 -23.12
C 15.17 10.53 -24.27
H 14.28 10.77 -24.85
H 16.01 10.51 -24.97
H 15.05 9.59 -23.73
H 14.70 11.96 -22.61
H 15.89 10.88 -22.31
H 15.96 14.08 -22.44
C 21.93 18.96 -25.26
S 22.60 17.47 -24.33
O 21.35 16.74 -23.81
C 23.27 16.44 -25.73
H 22.77 19.46 -25.76
H 21.43 19.65 -24.58
H 21.25 18.87 -26.11
H 22.58 16.21 -26.54
H 23.49 15.43 -25.36
H 24.04 17.08 -26.14
C 21.99 16.11 -19.83
S 20.32 16.76 -20.32
O 19.67 15.98 -21.41
C 19.38 16.30 -18.84
H 22.51 15.86 -20.76
H 21.89 15.27 -19.14
H 22.52 16.89 -19.28
H 18.36 15.95 -19.00
H 19.29 17.21 -18.25
H 19.90 15.64 -18.15
C 19.88 11.52 -25.14
S 20.75 12.92 -25.91
O 20.69 14.18 -24.98
C 22.45 12.26 -25.89
H 20.49 10.79 -24.61
H 19.19 10.97 -25.79
H 19.19 11.87 -24.37
H 22.99 13.20 -26.06
H 22.77 11.55 -26.65
H 22.74 11.71 -25.00
C 16.37 16.97 -21.19
S 17.26 18.18 -22.30
O 18.33 17.43 -23.13
C 15.84 18.58 -23.33
H 16.98 16.08 -21.05
H 15.58 16.52 -21.79
H 16.02 17.45 -20.27
H 15.62 17.81 -24.07
H 15.89 19.52 -23.89
H 14.93 18.72 -22.75
C 19.52 12.89 -20.53
S 20.77 12.89 -21.88
O 21.19 14.25 -22.25
C 22.22 12.15 -20.98
H 18.67 13.54 -20.70
H 19.96 13.30 -19.62
H 19.38 11.84 -20.29
H 22.20 11.06 -20.96
H 22.45 12.62 -20.02
H 23.16 12.43 -21.46
C 19.03 15.38 -27.63
S 19.32 17.02 -26.81
O 19.19 16.63 -25.35
C 17.77 17.93 -27.12
H 18.48 15.53 -28.56
H 18.58 14.64 -26.98
H 20.04 14.99 -27.74
H 17.00 17.17 -26.95
H 17.76 18.28 -28.15
H 17.57 18.63 -26.31
```

***

The following is a DFT calculation (wB97M-V/def2-TZVPD) of a structure of composition C32H54BCsF4N8O5PS5 in a non-equilibrium geometry.

Summary:
Energy above the lowest of the compared OMol25 structures with the same formula, charge and spin   0.00 kJ/mol
Largest force on an atom   1.752 eV/Å
M   1041.9 g/mol
Net charge   -1
Kohn-Sham gap   6.5 eV

The geometry in XYZ format:
```
111
C32H54BCsF4N8O5PS5 (wB97M-V/def2-TZVPD)
Cs 0.84 0.46 0.63
C -3.74 1.07 3.85
N -2.53 1.18 3.08
C -2.07 -0.08 2.54
C -2.10 2.36 2.54
N -1.46 2.36 1.42
C -0.60 3.41 1.08
C 0.30 3.87 2.02
C 1.20 4.91 1.74
C 1.20 5.49 0.50
C 0.35 5.00 -0.52
C 0.41 5.59 -1.81
C -0.36 5.10 -2.82
C -1.19 4.00 -2.60
C -1.30 3.39 -1.37
N -2.00 2.19 -1.24
C -3.16 2.02 -1.76
N -4.09 3.01 -2.06
C -4.71 3.06 -3.37
C -4.11 4.25 -1.32
N -3.57 0.73 -2.05
C -2.58 -0.32 -1.93
C -4.91 0.31 -1.67
C -0.54 3.91 -0.26
N -2.45 3.48 3.29
C -2.64 4.77 2.66
C -2.06 3.54 4.69
H -3.58 0.43 4.72
H -4.54 0.62 3.25
H -4.08 2.05 4.19
H -1.83 -0.77 3.36
H -1.17 0.08 1.96
H -2.82 -0.54 1.89
H 0.30 3.41 3.01
H 1.88 5.26 2.51
H 1.88 6.30 0.27
H 1.09 6.41 -1.96
H -0.30 5.54 -3.81
H -1.75 3.57 -3.43
H -4.56 2.13 -3.90
H -4.27 3.86 -3.97
H -5.79 3.25 -3.28
H -3.69 4.10 -0.33
H -5.15 4.57 -1.21
H -3.55 5.05 -1.82
H -1.63 0.00 -2.35
H -2.94 -1.19 -2.49
H -2.42 -0.61 -0.89
H -5.60 1.14 -1.67
H -4.90 -0.14 -0.67
H -5.27 -0.45 -2.38
H -2.92 4.63 1.62
H -1.75 5.40 2.70
H -3.46 5.29 3.17
H -1.72 2.57 5.03
H -2.89 3.88 5.32
H -1.23 4.25 4.82
C -3.82 -4.59 0.47
O -2.79 -4.41 -0.51
C -1.98 -3.34 -0.26
O -2.11 -2.61 0.69
N -1.06 -3.25 -1.25
N -0.08 -2.27 -1.22
H -4.35 -5.49 0.17
H -4.49 -3.74 0.49
H -3.39 -4.73 1.46
H -1.07 -3.96 -1.96
H -0.05 -1.76 -2.11
H 0.83 -2.69 -1.04
C 0.28 -3.40 -5.49
S 0.66 -2.10 -6.69
C -0.45 -0.86 -6.16
C -0.37 -0.16 -4.99
S 0.78 -0.27 -3.71
S -1.70 0.95 -4.76
C -2.59 0.66 -6.21
S -4.03 1.39 -6.57
S -1.83 -0.54 -7.18
H 0.94 -4.24 -5.70
H -0.76 -3.72 -5.59
H 0.47 -3.03 -4.49
C 5.35 -2.06 2.53
C 4.07 -2.37 3.28
O 3.24 -3.28 2.52
P 2.19 -2.58 1.48
O 2.81 -2.92 0.01
C 3.22 -4.25 -0.37
C 4.32 -4.13 -1.40
O 1.06 -3.75 1.49
C 0.28 -3.89 2.69
C -0.04 -5.35 2.88
H 5.99 -1.42 3.14
H 5.13 -1.53 1.60
H 5.89 -2.97 2.29
H 3.51 -1.47 3.51
H 4.27 -2.88 4.22
H 2.35 -4.77 -0.77
H 3.56 -4.79 0.52
H 3.97 -3.57 -2.27
H 4.64 -5.12 -1.73
H 5.18 -3.61 -0.98
H -0.63 -3.30 2.57
H 0.83 -3.49 3.55
H -0.61 -5.73 2.03
H -0.64 -5.49 3.78
H 0.87 -5.94 2.98
F 1.77 0.64 2.99
B 1.36 0.18 4.30
F 0.75 -1.07 4.12
F 2.49 0.07 5.10
F 0.45 1.11 4.81
```

***

The following is a DFT calculation (wB97M-V/def2-TZVPD) of a cluster of 7 separate species, C4H22O7 in total in a non-equilibrium geometry.

Summary:
Energy above the lowest of the compared OMol25 structures with the same formula, charge and spin   209.34 kJ/mol
Largest force on an atom   2.683 eV/Å
M   182.2 g/mol
Net charge   0
Kohn-Sham gap   10.5 eV

The geometry in XYZ format:
```
33
C4H22O7 (wB97M-V/def2-TZVPD)
C 1.27 0.83 -7.76
C 0.83 1.32 -6.43
O 1.56 0.46 -5.53
H 1.04 1.50 -8.59
H 0.76 -0.13 -7.79
H 2.34 0.63 -7.87
H -0.24 1.23 -6.28
H 1.28 2.29 -6.23
H 2.26 0.96 -5.10
C -0.68 1.02 -0.56
C -1.09 1.29 0.93
O -0.06 1.88 1.68
H 0.02 0.19 -0.63
H -0.12 1.84 -1.00
H -1.53 0.81 -1.20
H -1.35 0.36 1.44
H -1.95 1.96 0.92
H 0.60 1.19 1.75
O 0.11 -2.73 5.29
H -0.07 -3.63 5.57
H -0.64 -2.23 5.60
O 2.59 -2.81 0.74
H 2.43 -2.82 -0.21
H 2.23 -3.64 1.05
O -4.14 -1.48 5.09
H -4.95 -1.67 5.57
H -4.00 -2.26 4.55
O -2.75 2.46 5.01
H -2.08 2.62 4.36
H -3.17 1.65 4.74
O 3.43 -0.76 3.74
H 3.37 -1.19 2.89
H 2.72 -1.16 4.26
```

***

Which of these has the lowest net charge?
C32H54BCsF4N8O5PS5

***

What is the formula in the second record?
C32H54BCsF4N8O5PS5

***

Look up the net charge of the second one.
-1